No. 1
Formula: C53H76N12O2P
Source: OMol25
Level of theory: ωB97M-V/def2-TZVPD

As for the total charge: -1.

XYZ file:
```
144
C53H76N12O2P, DFT ωB97M-V/def2-TZVPD
C -3.8269 3.8900 2.8340
O -2.9976 3.6504 1.6871
C -2.7405 4.8841 0.9882
C -1.3218 4.8929 0.3624
C -0.1378 4.9610 1.3994
C -0.5128 5.5453 2.8045
P -1.0091 7.3997 2.8331
O -0.6159 7.4845 4.5666
H -3.4096 4.6494 3.5313
H -3.8388 2.9225 3.3911
H -4.8789 4.1445 2.5551
H -3.4686 4.9312 0.1306
H -2.9641 5.7611 1.6303
H -1.2450 5.7910 -0.2946
H -1.1905 4.0015 -0.2900
H 0.2123 3.9046 1.5675
H 0.7316 5.4772 0.9264
H 0.3970 5.4458 3.4604
H -1.3079 4.9405 3.3197
H -2.3696 7.0169 3.2265
H -1.4499 8.7965 2.8830
H 0.3318 7.8284 2.4696
H -1.3462 7.4164 1.4159
H -0.7790 6.6205 4.9496
N -0.1036 2.4463 4.9710
C -0.8728 2.0306 3.9221
C -0.8878 0.6578 3.9281
C -0.0975 0.2301 5.0266
C 0.3717 1.3585 5.6534
H 0.0836 3.4067 5.2031
H -1.3478 2.7426 3.2639
H -1.4093 0.0311 3.2219
H 0.1037 -0.7875 5.3247
H 0.9997 1.4800 6.5211
N -3.8729 0.8863 -2.5578
C -2.7879 0.2134 -2.0657
C -2.5154 0.7122 -0.8153
C -3.4742 1.7210 -0.5388
C -4.3004 1.8038 -1.6315
H -4.2904 0.7325 -3.4566
H -2.3046 -0.5569 -2.6451
H -1.7141 0.3881 -0.1691
H -3.5474 2.3195 0.3643
H -5.1513 2.4350 -1.8308
N 3.4782 3.7980 -0.3965
C 4.6450 4.5044 -0.4807
C 4.7786 4.9465 -1.7736
C 3.6449 4.4929 -2.4936
C 2.8593 3.7895 -1.6158
H 3.1279 3.3530 0.4347
H 5.2785 4.6307 0.3819
H 5.5998 5.5318 -2.1590
H 3.4289 4.6628 -3.5365
H 1.9172 3.2844 -1.7538
N 6.7845 8.2006 -3.2845
C 7.7353 8.4544 -4.2356
C 8.8997 8.7879 -3.5909
C 8.6425 8.7278 -2.1979
C 7.3302 8.3601 -2.0397
H 5.8333 7.9367 -3.4708
H 7.5019 8.3774 -5.2849
H 9.8322 9.0451 -4.0675
H 9.3399 8.9302 -1.4009
H 6.7395 8.1997 -1.1526
N -6.9749 -0.4105 3.0917
C -6.0233 -0.1701 2.1360
C -4.8567 0.1588 2.7770
C -5.1112 0.1099 4.1716
C -6.4259 -0.2469 4.3358
H -7.9262 -0.6677 2.9092
H -6.2574 -0.2515 1.0869
H -3.9227 0.4074 2.2969
H -4.4091 0.3135 4.9651
H -7.0158 -0.3964 5.2255
N -1.4392 -3.7744 3.3750
C -0.2026 -4.2982 3.1125
C 0.3105 -3.6336 2.0261
C -0.6513 -2.6742 1.6220
C -1.7166 -2.7825 2.4749
H -2.0481 -4.0692 4.1165
H 0.2041 -5.0917 3.7189
H 1.2738 -3.8153 1.5733
H -0.5702 -1.9787 0.8010
H -2.6472 -2.2390 2.5201
N 2.8129 -6.4560 1.2993
C 3.9358 -5.6731 1.2912
C 5.0005 -6.4661 0.9436
C 4.5003 -7.7758 0.7291
C 3.1468 -7.7378 0.9536
H 1.8854 -6.1380 1.5238
H 3.8812 -4.6238 1.5334
H 6.0242 -6.1405 0.8527
H 5.0673 -8.6473 0.4423
H 2.3952 -8.5089 0.8986
N -10.3568 -2.7017 3.5903
C -9.3961 -3.5709 3.1462
C -9.4329 -4.6838 3.9467
C -10.4570 -4.4804 4.9066
C -11.0110 -3.2500 4.6604
H -10.5525 -1.8014 3.1928
H -8.7716 -3.3229 2.3032
H -8.7955 -5.5482 3.8525
H -10.7549 -5.1594 5.6893
H -11.8097 -2.7195 5.1522
N 1.8021 -8.1479 -2.2121
C 0.8011 -8.0008 -3.1326
C 0.4858 -9.2453 -3.6178
C 1.3249 -10.1791 -2.9605
C 2.1242 -9.4730 -2.0969
H 2.2341 -7.3993 -1.6974
H 0.4018 -7.0263 -3.3633
H -0.2650 -9.4607 -4.3613
H 1.3415 -11.2479 -3.1029
H 2.8919 -9.7975 -1.4140
N -2.4394 -8.3582 -6.5256
C -1.2653 -7.6613 -6.6166
C -1.1348 -7.2223 -7.9095
C -2.2761 -7.6674 -8.6241
C -3.0645 -8.3636 -7.7432
H -2.7886 -8.7973 -5.6935
H -0.6268 -7.5395 -5.7573
H -0.3114 -6.6447 -8.2981
H -2.4956 -7.4966 -9.6659
H -4.0113 -8.8606 -7.8773
N 5.4782 1.7539 -6.5741
C 6.1788 2.9079 -6.7996
C 6.3616 3.5321 -5.5908
C 5.7525 2.7218 -4.5987
C 5.2182 1.6305 -5.2345
H 5.1984 1.0994 -7.2806
H 6.4843 3.1846 -7.7955
H 6.8767 4.4672 -5.4363
H 5.7106 2.9168 -3.5393
H 4.6766 0.7812 -4.8517
N 2.7796 -0.5128 1.2833
C 3.5930 -0.7072 0.1991
C 4.7109 0.0708 0.3661
C 4.5670 0.7539 1.6006
C 3.3670 0.3710 2.1441
H 1.8865 -0.9523 1.4265
H 3.3061 -1.3771 -0.5953
H 5.5385 0.1413 -0.3218
H 5.2638 1.4493 2.0414
H 2.8806 0.6522 3.0648
```

Löwdin population analysis, charges in e, atoms 1 to 2: -0.11, -0.28


No. 2
Formula: C53H79BrF2N7P
Source: OMol25
Level of theory: ωB97M-V/def2-TZVPD

As for the total charge: 0.

XYZ file:
```
143
C53H79BrF2N7P, DFT ωB97M-V/def2-TZVPD
C 7.6972 -2.4808 -3.5393
C 6.4998 -2.7262 -4.4677
C 5.1696 -2.2968 -3.8544
C 4.0055 -2.4817 -4.8243
C 2.5868 -2.2374 -4.2617
C 2.4973 -1.4116 -2.9784
C 2.8938 0.0578 -3.1615
C 3.5792 0.6597 -1.9353
C 3.7995 2.1791 -1.9793
C 2.7857 2.9959 -1.1696
C 1.3095 2.7862 -1.5358
C 0.7721 3.7349 -2.6196
C 0.8712 3.1675 -4.0376
C -0.2306 2.1705 -4.3812
C -0.2597 1.8386 -5.8705
C -1.2942 0.7892 -6.3238
C -1.7483 -0.2292 -5.2764
C -2.9589 -1.0273 -5.7408
C -3.2641 -2.2153 -4.8319
C -4.2803 -3.2126 -5.4126
P -5.9283 -3.3957 -4.6661
N -7.2211 -3.5259 -5.7113
F -5.8297 -5.0689 -4.6728
Br -6.3043 -1.0132 -4.6079
C -6.0905 -3.4553 -2.8063
F -5.1650 -2.5897 -2.2488
C -7.5218 -3.1741 -2.3237
C -7.6410 -2.0399 -1.3023
H 8.3438 -1.6838 -3.9103
H 7.3788 -2.1961 -2.5362
H 8.3200 -3.3679 -3.4182
H 6.6268 -2.1923 -5.4150
H 6.4351 -3.7858 -4.7337
H 5.0006 -2.8725 -2.9372
H 5.2480 -1.2504 -3.5396
H 4.1751 -1.8435 -5.6970
H 4.0603 -3.5075 -5.2027
H 1.9907 -1.7238 -5.0240
H 2.0928 -3.1991 -4.1001
H 1.4638 -1.4636 -2.6218
H 3.1046 -1.8677 -2.1904
H 2.0035 0.6424 -3.4095
H 3.5572 0.1599 -4.0282
H 4.5430 0.1545 -1.8163
H 3.0006 0.4043 -1.0387
H 3.8084 2.5229 -3.0205
H 4.7930 2.4095 -1.5855
H 2.9362 2.7662 -0.1102
H 3.0202 4.0597 -1.2842
H 1.1761 1.7570 -1.8831
H 0.6955 2.8674 -0.6363
H -0.2738 3.9731 -2.4011
H 1.3102 4.6868 -2.5740
H 1.8344 2.6544 -4.1382
H 0.8868 3.9762 -4.7753
H -0.0838 1.2503 -3.8055
H -1.1969 2.5775 -4.0590
H -0.4424 2.7700 -6.4152
H 0.7456 1.5189 -6.1667
H -0.8774 0.2331 -7.1692
H -2.1819 1.2956 -6.7173
H -0.9214 -0.9131 -5.0455
H -1.9877 0.2812 -4.3397
H -3.8327 -0.3722 -5.7846
H -2.7948 -1.3913 -6.7635
H -3.5935 -1.8584 -3.8551
H -2.3320 -2.7612 -4.6592
H -3.8859 -4.2280 -5.3872
H -4.4988 -2.9775 -6.4587
H -7.8158 -2.7124 -5.7562
H -7.7497 -4.3760 -5.5657
H -5.7663 -4.4546 -2.5221
H -7.9025 -4.1027 -1.8938
H -8.1589 -2.9439 -3.1803
H -7.4900 -2.3898 -0.2804
H -6.9120 -1.2571 -1.4985
H -8.6353 -1.5986 -1.3452
C -11.1146 1.1523 2.6479
C -10.8326 -0.1905 2.8485
C -10.3952 -0.9375 1.7637
N -10.2333 -0.4391 0.5396
C -10.5124 0.8510 0.3643
C -10.9540 1.6872 1.3798
H -11.4509 1.7705 3.4717
H -10.9438 -0.6468 3.8234
H -10.1591 -1.9896 1.8868
H -10.3696 1.2487 -0.6346
H -11.1387 2.7297 1.1606
C 11.2623 -2.4874 1.5616
C 10.0438 -1.8755 1.8117
C 9.0699 -1.9385 0.8243
N 9.2361 -2.5506 -0.3462
C 10.4119 -3.1321 -0.5686
C 11.4529 -3.1292 0.3483
H 12.0521 -2.4617 2.3021
H 9.8547 -1.3606 2.7457
H 8.1035 -1.4715 0.9839
H 10.5289 -3.6242 -1.5286
H 12.3875 -3.6194 0.1103
C 9.3876 0.6964 7.4973
C 10.3660 -0.2429 7.2112
C 10.5190 -0.6674 5.9000
N 9.7738 -0.2202 4.8914
C 8.8363 0.6812 5.1764
C 8.6061 1.1684 6.4543
H 9.2492 1.0381 8.5153
H 10.9986 -0.6419 7.9934
H 11.2755 -1.4027 5.6471
H 8.2404 1.0318 4.3406
H 7.8285 1.9013 6.6230
C 12.6014 0.4227 12.1619
C 11.4840 -0.3555 12.4172
C 10.3339 -0.1275 11.6760
N 10.2445 0.8020 10.7274
C 11.3251 1.5429 10.4910
C 12.5212 1.3943 11.1773
H 13.5173 0.2745 12.7189
H 11.4969 -1.1268 13.1752
H 9.4426 -0.7193 11.8518
H 11.2328 2.2910 9.7104
H 13.3657 2.0268 10.9401
C -8.2757 5.8658 -2.1380
C -9.6473 5.8617 -2.3349
C -10.4217 4.9944 -1.5786
N -9.9170 4.1637 -0.6693
C -8.5987 4.1759 -0.4896
C -7.7385 5.0043 -1.1955
H -7.6372 6.5261 -2.7105
H -10.1132 6.5136 -3.0613
H -11.4976 4.9641 -1.7113
H -8.2118 3.4847 0.2518
H -6.6740 4.9673 -1.0088
C -10.5821 1.5049 8.1270
C -11.8556 1.2923 7.6242
C -12.0467 0.2548 6.7233
N -11.0702 -0.5512 6.3130
C -9.8514 -0.3364 6.8024
C -9.5570 0.6726 7.7079
H -10.3922 2.3044 8.8314
H -12.6887 1.9153 7.9202
H -13.0311 0.0623 6.3104
H -9.0702 -1.0016 6.4514
H -8.5460 0.7987 8.0706
```

Löwdin population analysis, charges in e, atoms 1 to 2: -0.11, -0.27


No. 3
Formula: C53H87F9InO28Si2
Source: OMol25
Level of theory: ωB97M-V/def2-TZVPD

As for the total charge: -1.

XYZ file:
```
180
C53H87F9InO28Si2, DFT ωB97M-V/def2-TZVPD
C -2.1389 -4.0817 -1.6965
C -0.9827 -3.2381 -2.2711
C -1.2627 -2.6402 -3.6582
C -0.4169 -1.3748 -3.8167
C 0.1109 -1.0987 -5.2364
C 1.0907 0.0965 -5.1632
C 2.5502 -0.2254 -5.4807
C 3.1294 -1.5143 -4.8620
C 4.2071 -1.3384 -3.7584
C 3.6935 -1.7582 -2.3741
C 2.8818 -0.6743 -1.6148
C 3.7607 0.4225 -1.0085
In 2.6463 2.0807 0.0146
C 3.2297 1.9229 2.2117
C 2.3131 0.8965 2.9049
C 2.4713 -0.4618 2.2256
C 2.1688 -1.6973 3.0703
C 0.7058 -2.0593 3.3752
C -0.3794 -1.6128 2.3858
C 0.4256 1.8848 -0.0837
C -0.1272 2.1596 -1.4962
O -0.6509 3.5008 -1.5781
Si -2.0712 3.6933 -2.4141
C -1.9662 5.4199 -3.1944
C -2.3240 2.4712 -3.8219
C -3.5008 3.7220 -1.1891
Si 3.4071 4.3060 -1.0563
C 5.1806 4.0380 -1.7216
C 3.3576 5.7851 0.1489
C 2.3782 4.7388 -2.6096
H -3.0677 -3.9147 -2.2382
H -1.8873 -5.1397 -1.6516
H -2.3189 -3.7865 -0.6620
H -0.7692 -2.4457 -1.5606
H -0.0732 -3.8369 -2.3198
H -1.0805 -3.3626 -4.4516
H -2.3111 -2.3373 -3.6498
H 0.4570 -1.4232 -3.1662
H -0.9654 -0.4779 -3.5302
H 0.6216 -1.9890 -5.6032
H -0.7360 -0.8808 -5.8886
H 0.7689 0.8294 -5.9080
H 0.9626 0.5788 -4.1995
H 3.1411 0.6100 -5.0977
H 2.7024 -0.2087 -6.5589
H 2.3681 -2.1868 -4.4726
H 3.6101 -2.0492 -5.6832
H 4.6412 -0.3421 -3.7463
H 5.0006 -2.0520 -3.9942
H 4.5169 -2.0782 -1.7327
H 3.0298 -2.6232 -2.4773
H 2.3083 -1.2164 -0.8590
H 2.1944 -0.2205 -2.3322
H 4.4718 -0.0472 -0.3222
H 4.3556 0.8550 -1.8187
H 3.1176 2.9163 2.6494
H 4.2550 1.5537 2.2538
H 2.6070 0.8433 3.9617
H 1.2720 1.2267 2.8601
H 3.5311 -0.5463 1.9706
H 1.9338 -0.4641 1.2758
H 2.6531 -2.5553 2.6035
H 2.6569 -1.5412 4.0364
H 0.6734 -3.1524 3.3942
H 0.3867 -1.7292 4.3641
H -0.0639 -1.6180 1.3438
H -1.2046 -2.3217 2.4578
H -0.7655 -0.6302 2.6483
H -0.0450 2.6138 0.5767
H 0.1214 0.8835 0.2328
H -0.8817 1.4000 -1.7245
H 0.7042 2.1148 -2.2018
H -1.6334 5.2665 -4.2239
H -1.1923 6.0186 -2.7176
H -2.9272 5.9281 -3.2291
H -3.0217 1.7014 -3.4777
H -2.8002 2.9500 -4.6759
H -1.4217 1.9427 -4.1116
H -4.1877 2.8813 -1.2511
H -3.0713 3.8030 -0.1917
H -4.0564 4.6468 -1.3429
H 5.7067 4.9860 -1.8779
H 5.1251 3.5749 -2.7096
H 5.7641 3.3651 -1.0970
H 3.9451 5.4999 1.0202
H 3.8297 6.6512 -0.3242
H 2.3149 5.9632 0.3977
H 2.3423 3.9045 -3.3081
H 2.9019 5.5583 -3.1232
H 1.3788 5.0885 -2.3620
C 0.7540 -6.3223 2.1141
C 1.2787 -5.2837 3.0767
O 1.5759 -4.1947 2.2241
C 0.7341 -4.2786 1.1515
O 0.5309 -3.4053 0.3782
O 0.1537 -5.5067 1.1016
F 2.4179 -5.6922 3.6930
H 1.5593 -6.9111 1.6746
H 0.0237 -6.9919 2.5566
H 0.5611 -4.9621 3.8336
C -7.9094 2.1564 3.8000
C -9.1689 2.5165 3.0483
O -10.1878 2.2406 4.0032
C -9.6394 2.4118 5.2341
O -10.2562 2.4996 6.2475
O -8.2917 2.4643 5.1548
F -9.3586 1.7342 1.9630
H -7.6660 1.0934 3.7112
H -7.0475 2.7417 3.4966
H -9.2376 3.5633 2.7473
C -4.8143 -3.3019 3.5992
C -4.1189 -2.3570 4.5454
O -4.4728 -1.0839 4.0054
C -5.6670 -1.2337 3.3759
O -6.3670 -0.3437 2.9933
O -5.9567 -2.5398 3.1962
F -2.7697 -2.5147 4.5032
H -4.2008 -3.5170 2.7227
H -5.1105 -4.2346 4.0711
H -4.4477 -2.4359 5.5777
C 0.5004 -9.8259 -0.5197
C -0.6597 -10.7913 -0.4865
O -1.0473 -10.7488 0.8806
C -0.7110 -9.5198 1.3585
O -1.1122 -9.0606 2.3776
O 0.1424 -8.8923 0.5097
F -0.2877 -12.0498 -0.7975
H 1.4410 -10.3117 -0.2579
H 0.6106 -9.3235 -1.4767
H -1.5073 -10.5053 -1.1109
C -6.3341 -0.4776 9.0403
C -6.4175 0.2951 7.7488
O -5.9070 -0.6433 6.8005
C -6.1728 -1.8786 7.2830
O -6.0985 -2.8929 6.6600
O -6.5235 -1.8242 8.5861
F -5.6269 1.3884 7.7576
H -5.3524 -0.3856 9.5066
H -7.1012 -0.1956 9.7558
H -7.4234 0.5826 7.4627
C 2.7380 7.5270 3.0893
C 3.8977 7.0284 3.9151
O 3.7915 7.8129 5.0947
C 2.4738 8.1337 5.2478
O 1.9969 8.5589 6.2494
O 1.7899 7.8932 4.1062
F 5.0923 7.2791 3.3247
H 2.9976 8.4090 2.5016
H 2.3324 6.7689 2.4297
H 3.8460 5.9707 4.1778
C -3.2038 -15.4445 1.2071
C -1.7719 -14.9734 1.2984
O -1.5499 -14.4157 0.0163
C -2.7585 -13.9737 -0.4434
O -2.9081 -13.2299 -1.3547
O -3.7687 -14.4973 0.2972
F -0.9132 -16.0054 1.4910
H -3.2702 -16.4465 0.7809
H -3.7241 -15.4243 2.1610
H -1.5918 -14.2114 2.0586
C 6.3679 9.1346 -1.8238
C 5.4316 9.6462 -2.8948
O 4.1854 9.6569 -2.2335
C 4.4360 9.8364 -0.9024
O 3.6188 10.1384 -0.1001
O 5.7474 9.6223 -0.6293
F 5.3624 8.7941 -3.9515
H 6.3917 8.0440 -1.8006
H 7.3816 9.5145 -1.9211
H 5.6579 10.6508 -3.2565
C 3.1792 6.9382 -7.0883
C 4.5239 7.6250 -7.0893
O 4.5056 8.3334 -8.3184
C 3.1996 8.6127 -8.6031
O 2.8399 9.4029 -9.4118
O 2.3751 7.8679 -7.8273
F 5.5482 6.7372 -7.1049
H 3.2136 5.9846 -7.6164
H 2.7785 6.7804 -6.0903
H 4.6706 8.3274 -6.2686
```

Löwdin population analysis, charges in e, atoms 1 to 2: -0.10, -0.27


HOMO list, top to bottom, in eV: -3.599 -9.229 -4.133
Lowest unoccupied orbital energy list, top to bottom, in eV: 1.613 0.730 1.344